(1)
{
  "formula": "C6H12O",
  "method": "ωB97M-V/def2-TZVPD",
  "species": ["C", "C", "C", "C", "O", "H", "H", "H", "H", "H", "H", "H", "H", "C", "C", "H", "H", "H", "H"],
  "positions_angstrom": [[-1.92318, -2.04202, -0.04958], [-0.50816, -1.84928, -0.50770], [0.35719, -1.00231, 0.05260], [1.77561, -0.80802, -0.40098], [-0.00980, -0.27690, 1.15916], [-2.62193, -1.98829, -0.89325], [-2.19944, -1.27658, 0.68025], [-2.06257, -3.02315, 0.42211], [-0.15224, -2.45354, -1.33892], [1.96517, 0.24097, -0.66786], [1.99911, -1.42509, -1.27473], [2.47559, -1.07047, 0.40139], [0.48535, 0.55498, 1.16360], [0.33039, 2.56823, -0.37926], [-0.18558, 2.90393, 0.80014], [1.25650, 3.00570, -0.74580], [-0.16264, 1.84790, -1.02962], [0.29590, 3.62840, 1.45253], [-1.11527, 2.46552, 1.15591]],
  "atomic_forces_ev_per_a": [[-0.070, 0.011, 0.040], [0.122, 0.080, 0.047], [-0.009, -0.274, -0.255], [0.055, 0.026, -0.016], [0.079, 0.122, 0.005], [0.107, -0.009, 0.124], [0.018, -0.124, -0.104], [0.019, 0.134, -0.069], [-0.015, 0.114, 0.119], [-0.052, -0.152, 0.049], [-0.069, 0.082, 0.132], [-0.107, 0.025, -0.088], [-0.085, -0.127, 0.027], [-0.082, 0.087, 0.135], [0.068, -0.010, -0.155], [-0.138, -0.040, 0.080], [0.065, 0.093, 0.118], [-0.045, -0.091, -0.121], [0.140, 0.055, -0.066]],
  "charge": 0,
  "smiles": "C/C=C(/C)O.C=C",
  "homo_lumo_gap_ev": 9.37,
  "spin_multiplicity": 1,
  "homo_energy_ev": -8.368
}


(2)
{
  "formula": "CH8N2S2",
  "method": "ωB97M-V/def2-TZVPD",
  "species": ["S", "S", "H", "H", "N", "C", "N", "H", "H", "H", "H", "H", "H"],
  "positions_angstrom": [[-1.80067, 0.61343, -0.20913], [-1.09401, -0.58845, 1.37982], [-2.74701, 1.32745, 0.53380], [0.04474, -1.12098, 0.89584], [1.91899, 0.45915, 0.39271], [2.26413, -0.43501, -0.76853], [1.47628, -0.22707, -1.98359], [1.78780, 1.41735, 0.02892], [2.48949, 0.54676, 1.19170], [2.22374, -1.43381, -0.50187], [3.28316, -0.20993, -1.05524], [1.27409, 0.73355, -2.21480], [0.60731, -0.67452, -1.86202]],
  "atomic_forces_ev_per_a": [[0.357, -0.672, 1.559], [-0.957, 1.460, -0.639], [0.796, -0.860, -0.287], [0.013, 0.316, -0.722], [-2.197, 0.480, -1.950], [0.833, 3.039, -0.770], [0.576, -0.023, 1.242], [-0.011, -0.715, 0.334], [1.223, -0.522, 0.768], [-0.223, -1.987, 0.658], [0.471, -0.108, 0.050], [0.401, 0.294, -0.016], [-1.284, -0.702, -0.227]],
  "charge": 1,
  "homo_lumo_gap_ev": [8.18, 4.69],
  "spin_multiplicity": 2,
  "homo_energy_ev": [-13.612, -13.185]
}


What did the first record say?
{
  "formula": "C6H12O",
  "method": "ωB97M-V/def2-TZVPD",
  "species": ["C", "C", "C", "C", "O", "H", "H", "H", "H", "H", "H", "H", "H", "C", "C", "H", "H", "H", "H"],
  "positions_angstrom": [[-1.92318, -2.04202, -0.04958], [-0.50816, -1.84928, -0.50770], [0.35719, -1.00231, 0.05260], [1.77561, -0.80802, -0.40098], [-0.00980, -0.27690, 1.15916], [-2.62193, -1.98829, -0.89325], [-2.19944, -1.27658, 0.68025], [-2.06257, -3.02315, 0.42211], [-0.15224, -2.45354, -1.33892], [1.96517, 0.24097, -0.66786], [1.99911, -1.42509, -1.27473], [2.47559, -1.07047, 0.40139], [0.48535, 0.55498, 1.16360], [0.33039, 2.56823, -0.37926], [-0.18558, 2.90393, 0.80014], [1.25650, 3.00570, -0.74580], [-0.16264, 1.84790, -1.02962], [0.29590, 3.62840, 1.45253], [-1.11527, 2.46552, 1.15591]],
  "atomic_forces_ev_per_a": [[-0.070, 0.011, 0.040], [0.122, 0.080, 0.047], [-0.009, -0.274, -0.255], [0.055, 0.026, -0.016], [0.079, 0.122, 0.005], [0.107, -0.009, 0.124], [0.018, -0.124, -0.104], [0.019, 0.134, -0.069], [-0.015, 0.114, 0.119], [-0.052, -0.152, 0.049], [-0.069, 0.082, 0.132], [-0.107, 0.025, -0.088], [-0.085, -0.127, 0.027], [-0.082, 0.087, 0.135], [0.068, -0.010, -0.155], [-0.138, -0.040, 0.080], [0.065, 0.093, 0.118], [-0.045, -0.091, -0.121], [0.140, 0.055, -0.066]],
  "charge": 0,
  "smiles": "C/C=C(/C)O.C=C",
  "homo_lumo_gap_ev": 9.37,
  "spin_multiplicity": 1,
  "homo_energy_ev": -8.368
}


> What is the formula in the second record?

CH8N2S2


> What is the formula in the second record?

CH8N2S2